Entry 1:
38
Properties=species:S:1:pos:R:3 method="wB97M-V/def2-TZVPD" charge=+1 spin_multiplicity=1 molar_mass_g_mol=209.26 homo_energy_ev=-13.42 orbital_gap_ev=10.75
O 3.02858 0.11227 0.05417
O 0.45578 -0.37935 3.38664
O -0.87264 -0.65887 -3.60018
O -2.19676 -0.38315 2.20049
O 2.26923 -2.44720 1.32869
O -2.79289 -1.57176 -0.21212
N -0.46983 -0.28483 -0.81305
N 1.23228 -1.86077 -1.34334
C 0.40731 1.97686 -0.32608
C -0.82554 2.74740 0.12632
C -0.43309 4.15993 0.57299
C 0.17981 0.89999 -1.40256
C -0.01643 -1.50203 -1.09193
H 1.28022 2.53501 -0.64202
H 0.60130 4.10543 0.91154
H -0.49830 4.83859 -0.30055
H 2.25901 0.51705 0.45243
H -1.53206 2.67656 -0.72767
H 1.02895 1.51317 0.46573
H 0.90599 -0.48153 4.22977
H -1.30474 2.12815 0.91501
H -2.73989 -0.77934 2.89637
H -3.70874 -1.74379 -0.45811
H 0.64174 0.43810 2.91680
H 1.61625 -1.89258 1.79105
H -0.87624 -2.22265 -1.03009
H -1.50420 -0.13298 -4.10953
H 1.99163 -1.20939 -1.22233
H -2.74730 -1.18275 0.68347
H 3.27053 -0.74292 0.44087
H -1.41708 -0.16953 -0.39299
H -0.33811 1.49463 -2.19345
H 2.74898 -2.65640 2.14868
H 1.07603 0.55272 -1.94364
H -1.11338 4.46474 1.34444
H 1.45949 -2.72219 -1.80230
H -0.60169 -1.27130 -4.29842
H -1.31531 -0.53728 2.59820

---

Entry 2:
13
Properties=species:S:1:pos:R:3 method="wB97M-V/def2-TZVPD" charge=0 smiles=NCN.SS spin_multiplicity=1 molar_mass_g_mol=112.22 homo_energy_ev=-9.20 orbital_gap_ev=7.51
S 1.56948 -3.01695 -0.36635
S -0.39450 -2.58200 -0.96392
N -1.26529 1.51090 -0.38268
N 0.98762 0.75216 0.13853
C -0.26127 1.38752 0.64194
H 1.62654 0.55582 0.98674
H 1.40278 -2.68339 0.88506
H -1.38415 -1.83416 -1.43000
H -1.13441 0.70372 -1.00192
H -1.35178 2.34240 -0.98771
H -0.58801 0.75723 1.54984
H 0.79926 -0.25312 -0.05816
H -0.00629 2.35987 0.98864

---

Entry 3:
81
Properties=species:S:1:pos:R:3 method="wB97M-V/def2-TZVPD" charge=+3 spin_multiplicity=2 molar_mass_g_mol=866.18 homo_energy_ev="-15.25 / -15.25" s_squared=0.757 orbital_gap_ev="6.86 / 6.60"
Re -0.26384 1.46670 -0.15099
As -2.22276 -0.09125 0.28801
S -1.78308 3.16721 0.35786
S 1.89228 2.27245 -0.68525
S -0.73401 2.06001 -2.43102
S 0.49202 1.80556 2.10783
Si 1.63077 -5.73874 0.04790
C -0.92263 4.16765 1.60879
C -1.70605 4.29842 -1.06636
C 2.49462 3.25120 0.72363
C 5.55070 -8.06467 0.00994
C -2.46956 -2.45012 1.66671
C -4.80813 0.93155 1.14437
C -6.44547 1.86820 -0.35250
C -2.23576 -0.60189 3.22471
C 3.82057 -6.90610 -1.17438
C 1.71841 3.43864 -2.07032
C -1.88023 3.47712 -2.32643
C 0.72098 -5.36782 1.59330
C -2.60380 -3.32463 2.73895
C -2.80248 -4.29760 -1.64327
C -2.55395 -2.84038 4.03905
C -6.04199 1.53602 0.93209
C 0.86608 -5.20787 -1.52993
C 2.19949 2.45471 1.98172
C 3.18901 -6.60633 0.05086
C 4.94362 -7.77866 1.22940
C -2.36930 -1.48598 4.28733
C 3.76952 -7.05469 1.25480
C -2.51233 -2.82004 0.23341
C -2.28967 -1.08743 1.92907
C -2.75760 -4.09279 -0.26987
C -2.34071 -1.96929 -2.03599
C -0.46626 3.23718 2.71432
C 0.81023 2.78760 -3.09973
C -5.62051 1.59225 -1.43681
C -3.98177 0.66756 0.06174
C 4.99448 -7.63026 -1.19015
C -4.38552 0.99589 -1.22989
C -2.32193 -1.76393 -0.66634
C -2.58192 -3.24740 -2.52629
H 3.56907 3.39884 0.61702
H -2.62316 -3.41860 -3.59353
H 6.46860 -8.63765 -0.00582
H -7.41118 2.32790 -0.51313
H -2.51548 5.02244 -0.96597
H 0.52801 3.49678 -3.87786
H -2.19329 -1.14856 -2.72835
H -2.34102 -1.12164 5.30514
H 2.39590 3.04461 2.87698
H -0.75196 4.82484 -1.04582
H 3.29864 -6.84260 2.20652
H 1.52503 -4.50634 -2.04914
H 2.70171 3.62232 -2.50270
H 5.38787 -8.12807 2.15091
H -5.95051 1.82383 -2.44120
H -2.10889 0.45692 3.42021
H 2.82816 1.56482 2.03360
H -0.08577 4.68157 1.13641
H -0.10272 -4.73596 -1.36474
H -2.76854 -4.38136 2.57096
H 5.47747 -7.86583 -2.12812
H 1.31610 4.37538 -1.68729
H -2.87590 3.03316 -2.36513
H -1.31935 2.80365 3.23842
H -3.02481 -5.28371 -2.03000
H -4.51304 0.65387 2.14900
H -2.67131 -3.52411 4.86898
H 0.73257 -6.06565 -2.19461
H -3.75978 0.75063 -2.08378
H -1.62391 4.90878 1.99454
H -0.24014 -5.89169 1.55783
H 1.31229 1.95121 -3.58737
H -6.69358 1.73472 1.77241
H 3.38650 -6.57761 -2.11126
H -2.95399 -4.92023 0.40068
H 0.48754 -4.30049 1.64642
H 1.24949 -5.66999 2.49478
H -1.74319 4.07791 -3.22524
H 0.14509 3.75454 3.45336
H 1.99926 4.22104 0.71319

---

Energy above the lowest of the compared OMol25 structures with the same formula, charge and spin readings, ordered: 1.479, 2.891, 1.513 eV